Entry 1:
120
Properties=species:S:1:pos:R:3:lowdin_charge:R:1 method="wB97M-V/def2-TZVPD" smiles=OCCO.OCCO.OCCO.OCCO.OCCO.OCCO.OCCO.OCCO.OCCO.OCCO.OCCO.OCCO homo_lumo_gap_ev=9.188 lumo_energy_ev=-0.207 mol_weight_g_mol=744.82 total_charge=0 de_lowest_kcal_mol=75.9 fmax_ev_per_a=4.01
O -0.0280 -3.5017 2.1686 -0.0828
C 0.3633 -2.8328 3.3508 -0.2267
C -0.8452 -2.4257 4.2965 -0.2106
O -1.6643 -1.4077 3.7453 -0.0866
H 0.6682 -3.5980 1.5147 0.0223
H 1.0125 -3.4219 3.9986 0.1102
H 0.9372 -1.9383 3.1083 0.0977
H -0.3792 -2.0621 5.2123 0.0883
H -1.4764 -3.2704 4.5725 0.1148
H -1.0970 -0.6566 3.5565 0.0084
O 2.3168 -3.7416 0.8442 -0.0963
C 3.5377 -2.9673 0.9959 -0.1286
C 3.6352 -2.1029 -0.3598 -0.2211
O 3.0258 -0.8907 -0.2646 -0.0704
H 2.5774 -4.3860 0.1821 0.0953
H 3.4558 -2.2967 1.8513 0.0971
H 4.4095 -3.5890 1.1996 0.1148
H 3.3698 -2.7092 -1.2259 0.1254
H 4.7093 -1.9874 -0.5050 0.1179
H 2.0910 -1.0031 -0.4519 0.0583
O -1.8977 3.4610 -1.0484 -0.0534
C -1.3344 4.3704 -0.1193 -0.2428
C -0.5582 5.5662 -0.6918 -0.1853
O -1.4475 6.5007 -1.3700 -0.0692
H -2.7379 3.8909 -1.2240 0.1076
H -2.1380 4.8389 0.4488 0.0889
H -0.8096 3.9017 0.7132 0.1223
H 0.1916 5.2135 -1.3999 0.1222
H -0.0398 6.0975 0.1064 0.1159
H -2.3147 6.4796 -0.9586 0.0662
O 1.5180 -1.2813 -4.0866 -0.0809
C 1.6634 -1.7075 -5.4455 -0.2186
C 2.3382 -3.0464 -5.5822 -0.2621
O 1.6308 -4.1581 -5.1116 -0.0499
H 0.6565 -1.4915 -3.7190 0.0239
H 0.6863 -1.6449 -5.9245 0.1205
H 2.2049 -0.8982 -5.9353 0.1114
H 3.3198 -3.0326 -5.1085 0.1194
H 2.6057 -3.1295 -6.6356 0.1190
H 1.3842 -3.9343 -4.2112 0.0384
O -3.5717 2.4831 3.6510 -0.0662
C -2.7389 3.3730 2.9214 -0.2054
C -3.4088 4.8324 2.8956 -0.2174
O -4.5811 4.8466 2.0800 -0.0637
H -4.3700 2.2612 3.1662 0.0442
H -1.7377 3.3816 3.3522 0.0984
H -2.7351 2.9629 1.9115 0.0893
H -2.5551 5.4347 2.5849 0.0934
H -3.6260 5.1913 3.9016 0.1145
H -4.7297 5.6881 1.6424 0.0830
O 4.3917 2.3019 -4.6422 -0.0715
C 3.3013 1.4868 -4.1944 -0.2344
C 3.0656 1.5123 -2.6673 -0.1949
O 4.3005 1.0882 -1.9710 -0.0784
H 5.0512 2.2277 -3.9486 0.0684
H 2.4249 1.7104 -4.8026 0.1172
H 3.5796 0.4527 -4.3978 0.0984
H 2.2363 0.8374 -2.4558 0.0884
H 2.6807 2.4639 -2.3006 0.1077
H 3.9192 0.5959 -1.2403 0.0251
O 0.3798 -3.7512 -2.4326 -0.0928
C -0.4343 -4.8533 -2.0674 -0.2198
C -0.3634 -6.1047 -2.9329 -0.2146
O -0.7511 -7.2692 -2.1746 -0.0630
H 0.4043 -3.0931 -1.7341 0.0465
H -0.1935 -5.0081 -1.0157 0.1259
H -1.4446 -4.4574 -2.1708 0.1146
H 0.6453 -6.2134 -3.3316 0.1193
H -1.0151 -6.0079 -3.8012 0.1187
H -1.5478 -7.0335 -1.6936 0.0773
O -0.1758 0.7589 3.6321 -0.0655
C -0.2740 1.3603 4.8840 -0.2649
C 0.9649 1.2782 5.6408 -0.1930
O 1.2215 -0.0895 6.1244 -0.0696
H 0.7318 0.8184 3.3249 0.0677
H -0.5906 2.3929 4.7367 0.1054
H -1.1519 0.9142 5.3514 0.1406
H 0.8850 1.9051 6.5289 0.1266
H 1.7491 1.5975 4.9543 0.1114
H 0.5402 -0.3750 6.7374 0.0781
O -1.2835 -1.3070 -3.2526 -0.0783
C -1.5918 -0.1807 -4.0347 -0.2251
C -2.6503 0.6491 -3.3541 -0.2418
O -3.8657 0.1325 -3.7904 -0.0498
H -2.1306 -1.7162 -3.0614 0.1055
H -0.6738 0.3497 -4.2876 0.1216
H -1.8903 -0.5291 -5.0234 0.1291
H -2.4871 1.6604 -3.7265 0.1281
H -2.6185 0.5588 -2.2683 0.1129
H -4.2463 -0.5183 -3.1960 0.0889
O -5.7508 0.8104 2.4962 -0.0609
C -5.8775 1.3072 1.1917 -0.2061
C -4.6190 0.6694 0.4620 -0.2442
O -4.7452 -0.7211 0.3815 -0.0511
H -5.7728 -0.1424 2.3814 0.0862
H -6.7724 0.9672 0.6705 0.1181
H -5.8124 2.3895 1.0804 0.1104
H -3.6679 0.9887 0.8882 0.0950
H -4.6420 1.0415 -0.5622 0.1081
H -4.4388 -1.0851 1.2152 0.0881
O 2.6576 0.3738 2.2393 -0.0861
C 3.7744 0.4097 3.0853 -0.2089
C 4.8768 1.3491 2.4674 -0.1990
O 5.5106 0.6849 1.3611 -0.0711
H 3.0118 0.1616 1.3727 0.0451
H 3.4061 0.6609 4.0800 0.1014
H 4.1881 -0.5967 3.1487 0.1098
H 5.6600 1.6159 3.1771 0.1099
H 4.5253 2.3206 2.1201 0.1149
H 6.3940 1.0588 1.3244 0.0844
O -0.3173 1.2440 -1.1185 -0.0675
C -0.5969 0.5463 0.0976 -0.1820
C -0.5121 -0.9475 -0.0651 -0.2142
O 0.4596 -1.3049 -0.9695 -0.0822
H -0.7754 2.0877 -1.1170 0.0261
H 0.2198 0.8438 0.7553 0.1077
H -1.5088 0.9567 0.5313 0.1053
H -1.4160 -1.5138 -0.2894 0.1327
H -0.0966 -1.3937 0.8384 0.1139
H 0.0581 -0.9896 -1.7825 0.0592

Entry 2:
9
Properties=species:S:1:pos:R:3:lowdin_charge:R:1 method="wB97M-V/def2-TZVPD" homo_lumo_gap_ev="9.847 / 9.847" lumo_energy_ev="0.079 / 0.079" mol_weight_g_mol=149.02 total_charge=0 de_lowest_kcal_mol=40.2 fmax_ev_per_a=5.40
C -1.3789 -0.0213 -0.0097 -0.6412
C 1.4012 0.0373 0.0432 -0.5701
N -0.4377 -0.9824 0.4761 0.1782
O -1.1518 -1.1669 -0.7005 0.0788
F -2.5672 0.2503 0.6110 0.1393
F -0.8263 1.0822 -0.4626 0.1465
F 2.3542 -0.7516 0.2904 0.2560
F 1.3163 0.5140 -1.1251 0.2300
F 1.2903 1.0384 0.8773 0.1827

Entry 3:
48
Properties=species:S:1:pos:R:3:lowdin_charge:R:1 method="wB97M-V/def2-TZVPD" homo_lumo_gap_ev=8.213 lumo_energy_ev=-0.223 mol_weight_g_mol=435.47 total_charge=0 de_lowest_kcal_mol=4.6 fmax_ev_per_a=2.08
C 3.1201 2.4131 3.1303 -0.0193
C 3.3883 1.0069 2.6580 -0.2768
N 2.5751 0.2885 1.9866 0.1107
N 1.3559 0.7213 1.6406 0.0576
C 0.5061 -0.0624 0.9168 -0.3992
O 0.7488 -1.1828 0.5226 0.0780
C -0.7741 0.6225 0.6663 -0.1297
N -1.0690 1.8495 1.1619 0.0799
N -2.2423 2.1818 0.8050 0.0499
N -2.7687 1.1896 0.0657 0.0165
C -4.0465 1.3020 -0.4308 -0.1844
N -4.7358 0.3538 -1.0008 0.1356
O -5.9212 0.8746 -1.3088 -0.0650
N -6.0169 2.1728 -0.9346 0.1153
C -4.8714 2.4928 -0.3817 -0.3329
N -4.5119 3.6933 0.0900 0.1484
C -1.8746 0.1695 -0.0527 -0.1949
C -2.0859 -1.0360 -0.8605 -0.3450
S -1.7945 -0.5928 -2.6389 0.9590
C -0.7441 -1.9138 -3.2048 -0.5356
C -1.0403 -2.4669 -4.4434 -0.1194
C -0.2358 -3.4682 -4.9552 -0.0887
C 0.8546 -3.9215 -4.2312 -0.0904
C 1.1460 -3.3602 -2.9993 -0.0742
C 0.3576 -2.3466 -2.4828 -0.0918
C 4.6713 0.3787 2.9772 -0.1577
C 5.4595 0.7798 4.0554 -0.0275
C 6.6602 0.1320 4.2904 -0.0614
C 7.0335 -0.8990 3.4423 -0.1509
N 6.2934 -1.2952 2.4187 0.0655
C 5.1528 -0.6791 2.1945 -0.0868
H 2.5434 2.9663 2.3891 0.0769
H 4.0530 2.9440 3.2949 0.0770
H 2.5544 2.3996 4.0628 0.0956
H 1.0079 1.6420 1.9122 0.1200
H -5.2153 4.4035 0.1799 0.1102
H -3.6578 3.7398 0.6250 0.0723
H -1.3691 -1.8057 -0.5852 0.0802
H -3.1144 -1.3883 -0.7929 0.0705
H -1.8963 -2.1084 -4.9945 0.0975
H -0.4675 -3.8992 -5.9179 0.1026
H 1.4777 -4.7091 -4.6280 0.1006
H 1.9989 -3.7023 -2.4329 0.1072
H 0.6104 -1.9100 -1.5285 0.0782
H 5.1350 1.5686 4.7187 0.1088
H 7.2887 0.4182 5.1197 0.1007
H 7.9615 -1.4364 3.5858 0.1028
H 4.5727 -1.0255 1.3513 0.1141

Entry 4:
9
Properties=species:S:1:pos:R:3:lowdin_charge:R:1 method="wB97M-V/def2-TZVPD" smiles="CC(=O)C(=O)Br" homo_lumo_gap_ev=9.821 lumo_energy_ev=0.301 mol_weight_g_mol=150.96 total_charge=0 de_lowest_kcal_mol=8.8 fmax_ev_per_a=3.46
C -0.9589 -0.2506 0.6714 -0.0330
C -0.2050 -0.5435 -0.5320 -0.4195
O -0.2895 -1.4353 -1.3073 0.1210
C 1.0900 0.7123 -0.7729 -0.7340
O 0.9016 1.8469 -1.0626 0.0275
Br 2.7340 0.0398 -0.0536 0.7023
H -1.0410 0.8849 0.7182 0.1135
H -0.3110 -0.5368 1.6089 0.1425
H -1.9201 -0.7175 0.7297 0.0795

Entry 5:
8
Properties=species:S:1:pos:R:3:lowdin_charge:R:1 method="wB97M-V/def2-TZVPD" homo_lumo_gap_ev="8.240 / 8.241" lumo_energy_ev="-1.101 / -1.100" mol_weight_g_mol=123.97 total_charge=0 de_lowest_kcal_mol=65.5 fmax_ev_per_a=3.26
C 0.9272 1.2852 -0.2655 -0.2029
O 0.2400 2.0567 0.1766 0.1463
O 2.2918 -1.1207 -0.6330 -0.3997
O 0.0755 -0.5208 0.0023 -0.8126
P 1.6519 -0.2738 0.3652 0.6246
P -1.4832 -0.8681 0.4922 0.8226
H -1.9055 -1.1514 -0.8102 -0.1077
H -1.7976 0.5928 0.6724 -0.0706

Entry 6:
12
Properties=species:S:1:pos:R:3:lowdin_charge:R:1 method="wB97M-V/def2-TZVPD" smiles="C=C=C(O)C=C" homo_lumo_gap_ev=9.532 lumo_energy_ev=0.786 mol_weight_g_mol=82.10 total_charge=0 de_lowest_kcal_mol=55.0 fmax_ev_per_a=0.52
C 1.9364 -0.7933 1.0485 0.0088
C 1.2582 -0.2257 0.0797 -0.0310
C 0.3598 0.2501 -0.7580 -0.3701
O 0.4722 0.2520 -2.1340 0.0323
C -0.8979 0.8248 -0.2112 -0.1293
C -1.7720 0.0666 0.4516 0.0318
H 1.6845 -1.7971 1.3998 0.0592
H 2.7756 -0.3001 1.5392 0.0531
H -0.4203 0.3550 -2.4991 0.1044
H -1.0721 1.8916 -0.3829 0.1108
H -2.7005 0.4766 0.8343 0.0551
H -1.6239 -1.0005 0.6321 0.0749